1.
DFT (wB97M-V/def2-TZVPD) results for C22H19N3O3 in the gas phase.

Positions of all 47 atoms, in Å:
C  1.764  5.136  -2.515
C  1.631  4.148  -1.399
C  0.905  2.975  -1.562
C  0.763  2.073  -0.523
C  1.358  2.325  0.710
C  2.106  3.489  0.869
C  2.231  4.391  -0.167
H  2.806  5.295  -0.026
H  2.583  3.668  1.821
C  1.295  1.374  1.859
O  2.186  1.293  2.679
N  0.151  0.627  1.887
C  -0.164  -0.474  2.686
C  -1.294  -1.205  2.330
C  -1.626  -2.366  3.013
C  -0.867  -2.756  4.113
C  0.236  -2.009  4.485
C  0.605  -0.881  3.773
H  1.481  -0.316  4.047
H  0.827  -2.313  5.335
H  -1.146  -3.648  4.653
C  -2.765  -3.220  2.590
O  -3.518  -3.792  3.350
N  -2.925  -3.369  1.232
N  -2.077  -2.849  0.343
C  -2.266  -2.946  -0.911
C  -1.329  -2.319  -1.821
C  -0.143  -1.757  -1.341
C  0.734  -1.127  -2.197
C  0.442  -1.036  -3.556
C  -0.733  -1.604  -4.046
C  -1.602  -2.241  -3.188
H  -2.511  -2.677  -3.577
H  -0.940  -1.532  -5.102
O  1.268  -0.409  -4.430
H  2.048  -0.077  -3.968
H  1.654  -0.701  -1.818
H  0.075  -1.832  -0.287
H  -3.130  -3.464  -1.342
H  -3.719  -3.940  0.926
H  -1.905  -0.864  1.508
H  -0.532  0.820  1.168
H  0.213  1.159  -0.703
H  0.445  2.759  -2.516
H  1.456  4.702  -3.463
H  1.137  6.006  -2.317
H  2.792  5.482  -2.602

- total charge = 0
- ΔE to the lowest compared entry with this formula, charge and spin (kJ/mol) = 48.7
- Kohn-Sham gap (Ha) = 0.3167
- LUMO level (eV) = 0.3151
- structure (SMILES) = Cc1ccc(C(=O)Nc2cccc(C(=O)N/N=C/c3ccc(O)cc3)c2)cc1
- HOMO level (hartree) = -0.30515

***

2.
DFT (wB97M-V/def2-TZVPD) results for a molecular structure, C22H19N4O3S2Ti.

Positions of all 51 atoms, in Å:
Ti  -0.350  0.145  0.344
N  3.139  -2.179  1.662
C  2.162  -1.317  1.305
S  0.516  -1.859  1.484
N  2.583  -0.144  0.876
N  1.558  0.652  0.435
C  1.837  1.913  0.244
C  3.187  2.491  0.438
C  3.367  3.544  1.327
C  4.621  4.118  1.493
C  5.700  3.644  0.762
C  5.525  2.589  -0.128
C  4.277  2.009  -0.286
C  0.725  2.694  -0.283
C  0.795  4.039  -0.625
C  -0.311  4.651  -1.172
C  -1.472  3.917  -1.388
C  -1.485  2.595  -1.028
N  -0.410  1.991  -0.481
H  2.895  -3.026  2.139
H  4.086  -1.842  1.690
H  2.523  3.905  1.904
H  4.753  4.932  2.193
H  6.677  4.094  0.885
H  6.366  2.217  -0.700
H  4.136  1.182  -0.968
H  1.719  4.577  -0.468
H  -0.273  5.699  -1.440
H  -2.354  4.368  -1.817
H  -2.358  1.972  -1.164
C  -0.371  -0.767  -1.479
C  -0.466  -1.373  -2.533
C  -0.558  -2.117  -3.760
C  -1.010  -1.510  -4.935
C  -1.110  -2.239  -6.110
C  -0.759  -3.583  -6.132
C  -0.304  -4.193  -4.970
C  -0.204  -3.469  -3.792
H  -1.281  -0.462  -4.911
H  -1.463  -1.756  -7.013
H  -0.840  -4.152  -7.049
H  -0.026  -5.239  -4.981
H  0.147  -3.939  -2.883
C  -2.935  0.095  3.347
S  -2.200  0.917  2.007
O  -0.745  1.022  2.269
O  -2.881  2.158  1.795
O  -2.288  -0.034  0.833
H  -2.796  0.723  4.224
H  -2.442  -0.869  3.469
H  -3.990  -0.027  3.114

- total charge = 0
- ΔE to the lowest compared entry with this formula, charge and spin (kJ/mol) = 29.1
- Kohn-Sham gap (spin up / spin down) (Ha) = 0.2345 / 0.2598
- LUMO level (spin up / spin down) (eV) = -0.4643 / -0.8938
- HOMO level (spin up / spin down) (hartree) = -0.25155 / -0.29268
- 2S+1 = 2

***

3.
DFT (wB97M-V/def2-TZVPD) results for C22H19NO5 in the gas phase.

Positions of all 47 atoms, in Å:
O  -1.995  -3.416  1.433
C  -1.353  -2.773  0.627
N  -1.781  -1.650  -0.021
C  -3.014  -1.002  0.060
C  -4.052  -1.471  0.858
C  -5.275  -0.810  0.913
C  -5.422  0.323  0.152
C  -4.382  0.797  -0.649
C  -3.171  0.158  -0.714
H  -2.375  0.534  -1.336
O  -4.786  1.933  -1.299
C  -6.119  2.158  -0.887
O  -6.508  1.152  0.021
H  -6.191  3.144  -0.401
H  -6.783  2.139  -1.767
H  -6.078  -1.175  1.531
H  -3.900  -2.363  1.442
H  -1.115  -1.222  -0.651
C  0.017  -3.150  0.244
C  0.809  -4.171  0.704
C  2.030  -4.069  0.006
C  1.900  -2.999  -0.837
O  0.686  -2.441  -0.700
C  2.842  -2.400  -1.838
O  2.624  -1.027  -2.047
C  2.809  -0.158  -1.001
C  2.498  1.175  -1.282
C  2.666  2.123  -0.300
C  3.134  1.766  0.964
C  3.434  0.452  1.244
C  3.275  -0.515  0.257
H  3.518  -1.540  0.489
H  3.797  0.161  2.219
C  3.217  2.972  1.853
H  2.359  2.989  2.532
H  4.123  2.987  2.459
C  3.154  4.143  0.860
H  4.166  4.419  0.563
H  2.673  5.023  1.286
C  2.397  3.597  -0.362
H  1.322  3.777  -0.267
H  2.730  4.047  -1.296
H  2.140  1.429  -2.268
H  3.878  -2.606  -1.532
H  2.677  -2.854  -2.823
H  2.889  -4.699  0.111
H  0.537  -4.888  1.450

- total charge = 0
- ΔE to the lowest compared entry with this formula, charge and spin (kJ/mol) = 206.7
- Kohn-Sham gap (Ha) = 0.3055
- LUMO level (eV) = 0.6341
- structure (SMILES) = O=C(Nc1ccc2c(c1)OCO2)c1ccc(COc2ccc3c(c2)CCC3)o1
- HOMO level (hartree) = -0.28216

***

4.
DFT (wB97M-V/def2-TZVPD) results for C22H20ClN3O3S in the gas phase.

Positions of all 50 atoms, in Å:
N  1.553  -0.224  7.777
C  1.100  -0.552  6.748
C  0.536  -0.985  5.502
C  -0.771  -0.606  5.167
C  -1.341  -0.998  3.953
C  -0.559  -1.766  3.108
S  -1.051  -1.567  1.256
C  -0.343  -1.942  -0.729
Cl  -1.776  -2.244  -1.630
O  -2.077  -0.508  1.160
O  0.413  -1.022  1.305
C  0.774  -2.107  3.380
C  1.309  -1.750  4.610
H  -1.374  -0.024  5.859
H  -2.312  -0.642  3.607
H  0.127  -2.888  -0.471
H  1.421  -2.583  2.651
H  2.329  -2.045  4.857
C  -0.238  2.557  -3.358
N  -1.248  2.918  -2.385
C  -2.234  3.878  -2.595
C  -2.940  3.959  -1.442
N  -2.374  3.062  -0.536
C  -2.836  2.816  0.821
C  -1.348  2.423  -1.139
C  -0.391  1.433  -0.592
C  -0.251  0.291  -1.447
C  0.539  -0.863  -1.013
C  1.659  -1.363  -1.908
C  2.933  -1.608  -1.382
C  3.902  -2.217  -2.185
C  3.545  -2.669  -3.462
C  2.230  -2.559  -3.922
C  1.279  -1.921  -3.123
O  0.188  1.696  0.482
H  0.295  1.646  -3.058
H  -0.706  2.374  -4.330
H  0.504  3.356  -3.471
H  -2.331  4.400  -3.539
H  -3.785  4.574  -1.190
H  -3.001  1.740  0.976
H  -2.080  3.162  1.537
H  -3.769  3.370  0.963
H  -1.020  0.216  -2.229
H  1.002  -0.618  -0.023
H  3.150  -1.316  -0.351
H  4.925  -2.326  -1.813
H  4.300  -3.138  -4.085
H  1.914  -2.944  -4.893
H  0.230  -1.876  -3.421

- total charge = 0
- ΔE to the lowest compared entry with this formula, charge and spin (kJ/mol) = 692.5
- Kohn-Sham gap (Ha) = 0.1908
- LUMO level (eV) = -1.5433
- HOMO level (hartree) = -0.24755

***

5.
DFT (wB97M-V/def2-TZVPD) results for a molecular structure, C22H20ClN4O6S2Ti.

Positions of all 56 atoms, in Å:
Ti  2.961  -2.008  1.071
O  4.979  -3.475  -0.908
Cl  4.770  -3.851  0.488
O  5.329  -5.158  0.740
O  3.220  -3.991  0.655
O  4.052  -0.803  0.882
N  2.345  -1.587  -1.204
C  1.552  -2.704  -1.556
C  1.948  -3.585  -2.550
C  1.190  -4.709  -2.840
C  0.016  -4.954  -2.140
C  -0.368  -4.071  -1.140
C  0.384  -2.943  -0.821
C  -0.052  -2.038  0.304
C  -1.418  -1.769  0.418
C  -1.907  -1.001  1.464
C  -1.023  -0.487  2.406
C  0.333  -0.749  2.280
C  0.867  -1.512  1.238
H  1.826  -0.706  -1.117
H  3.189  -1.493  -1.749
H  2.872  -3.390  -3.081
H  1.520  -5.391  -3.613
H  -0.585  -5.829  -2.355
H  -1.260  -4.272  -0.556
H  -2.101  -2.143  -0.338
H  -2.967  -0.792  1.531
H  -1.388  0.120  3.229
H  1.007  -0.332  3.019
N  -5.011  4.440  2.023
C  -4.138  4.202  0.933
C  -3.669  5.259  0.161
C  -2.834  5.023  -0.924
C  -2.471  3.724  -1.249
C  -2.945  2.663  -0.485
C  -3.772  2.901  0.599
S  -1.447  3.383  -2.647
O  -2.335  2.848  -3.654
O  -0.809  4.651  -2.949
N  -0.482  2.266  -2.191
C  0.342  2.343  -1.100
S  0.305  3.569  0.171
C  1.630  2.815  0.963
C  2.012  1.730  0.257
N  1.296  1.458  -0.891
H  -4.898  5.358  2.425
H  -4.946  3.734  2.740
H  -3.950  6.276  0.420
H  -2.436  5.839  -1.514
H  -2.632  1.655  -0.729
H  -4.121  2.073  1.208
H  2.044  3.196  1.884
H  2.832  1.059  0.490
C  3.439  -2.276  3.104
H  3.677  -1.431  3.754
H  4.028  -3.134  3.446

- total charge = -2
- ΔE to the lowest compared entry with this formula, charge and spin (kJ/mol) = 0.0
- Kohn-Sham gap (spin up / spin down) (Ha) = 0.2442 / 0.2441
- LUMO level (spin up / spin down) (eV) = 4.2704 / 4.2697
- HOMO level (spin up / spin down) (hartree) = -0.08722 / -0.08722
- 2S+1 = 2

***

6.
DFT (wB97M-V/def2-TZVPD) results for a molecular structure, C22H20FN8ReS.

Positions of all 53 atoms, in Å:
Re  0.633  -0.208  -0.308
N  -1.634  -0.774  2.164
C  -0.780  -1.767  1.994
N  -1.014  -2.859  2.688
C  -0.143  -3.859  2.605
N  -0.358  -4.974  3.255
N  1.022  -3.777  1.877
C  1.188  -2.712  1.185
N  0.301  -1.629  1.082
C  2.408  -2.580  0.386
C  3.371  -3.569  0.418
C  4.517  -3.411  -0.345
C  4.626  -2.268  -1.113
C  3.609  -1.330  -1.096
N  2.493  -1.447  -0.346
H  -2.351  -0.929  2.861
H  -1.483  0.173  1.857
H  -1.186  -5.076  3.824
H  0.312  -5.728  3.215
H  3.209  -4.438  1.038
H  5.295  -4.162  -0.342
H  5.491  -2.086  -1.736
H  3.725  -0.463  -1.721
F  -0.852  5.572  -0.917
C  -0.273  4.413  -0.997
C  0.729  4.107  -0.077
C  1.330  2.881  -0.182
C  0.958  1.958  -1.214
C  1.893  0.917  -1.554
C  -0.078  2.339  -2.135
C  -0.688  3.551  -2.029
H  1.014  4.839  0.666
H  2.154  2.627  0.475
H  2.870  1.050  -1.103
H  1.916  0.509  -2.565
H  -0.320  1.680  -2.960
H  -1.437  3.897  -2.728
N  -1.715  -1.706  -2.110
C  -2.118  -0.588  -1.519
N  -1.356  0.134  -0.666
C  -2.099  1.243  -0.176
C  -1.689  2.136  0.806
C  -2.559  3.152  1.184
C  -3.814  3.278  0.593
C  -4.240  2.372  -0.369
C  -3.371  1.357  -0.730
S  -3.678  0.052  -1.852
H  -0.822  -2.118  -1.894
H  -2.333  -2.224  -2.718
H  -0.715  2.059  1.280
H  -2.258  3.851  1.952
H  -4.475  4.075  0.901
H  -5.225  2.456  -0.808

- total charge = +3
- ΔE to the lowest compared entry with this formula, charge and spin (kJ/mol) = 130.3
- Kohn-Sham gap (spin up / spin down) (Ha) = 0.2218 / 0.2389
- LUMO level (spin up / spin down) (eV) = -11.3710 / -10.9131
- HOMO level (spin up / spin down) (hartree) = -0.63972 / -0.64000
- 2S+1 = 2